1.
# C5H13O3Sm

C5H13O3Sm as an isolated structure in a non-equilibrium geometry (ωB97M-V/def2-TZVPD, OMol25).

Structure (XYZ):
```
22
Properties=species:S:1:pos:R:3
C -2.0963 1.6868 1.0780
O -1.5582 1.1726 -0.1475
H -1.8245 1.0471 1.9267
H -1.7238 2.7080 1.2057
H -3.1907 1.7104 1.0007
C -2.0399 -0.1090 -0.5322
O -1.2610 -1.0585 0.0858
C -0.2790 -1.7552 -0.6646
C 1.0761 -1.5628 -0.0268
O 1.5563 -0.2300 -0.1967
C 2.8871 -0.0498 0.2924
H -2.0839 -0.1920 -1.6270
H -3.0454 -0.2359 -0.1143
H -0.2922 -1.4837 -1.7316
H -0.5187 -2.8247 -0.6037
H 1.0183 -1.7543 1.0554
H 1.7915 -2.2543 -0.4937
H 3.5419 -0.7911 -0.1842
H 2.8802 -0.1192 1.3883
H 3.2506 0.9382 -0.0119
Sm 0.5178 1.6957 -0.7625
H 1.3940 3.4618 -0.9359
```

Lowest unoccupied orbital energy (alpha / beta) in eV: -10.286 / -8.587
Frontier orbital gap (alpha / beta) in eV: 7.694 / 9.734
Spin multiplicity: 6
Total charge: +2
<S²>: 9.01

Atom charges from the Löwdin analysis, given in e for atoms 1 to 5: C -0.011; O -0.405; H 0.125; H 0.110; H 0.129

---

2.
# C29H31CuOP2

C29H31CuOP2 as an isolated structure (ωB97M-V/def2-TZVPD, OMol25).

Structure (XYZ):
```
64
Properties=species:S:1:pos:R:3
Cu 0.7514 0.5341 2.8346
C 3.5377 -0.2522 5.6606
C 2.2047 -0.6410 4.9811
C 1.2026 -1.0882 6.0679
C 2.4396 -1.8437 4.0405
O 1.7191 0.4719 4.3079
H 3.8881 -1.0436 6.3232
H 3.3930 0.6597 6.2367
H 4.2980 -0.0604 4.9046
H 1.6573 -1.8385 6.7112
H 0.3097 -1.5160 5.6131
H 0.9037 -0.2375 6.6746
H 2.7554 -2.7123 4.6181
H 3.2010 -1.6091 3.2955
H 1.5118 -2.0884 3.5152
C -1.6015 0.5747 0.0925
P 0.1296 0.4609 0.7777
C 1.0044 1.7553 -0.1687
C 1.7090 1.6587 -1.3629
C 2.3451 2.7764 -1.8813
C 2.2743 3.9969 -1.2320
C 1.5797 4.0995 -0.0366
C 0.9627 2.9852 0.4920
C 0.6472 -1.1993 0.2774
C -0.2359 -2.2205 0.6339
C 0.1237 -3.5420 0.4735
C 1.3818 -3.8577 -0.0156
C 2.2715 -2.8503 -0.3441
C 1.9151 -1.5208 -0.1861
P -1.9052 -0.6486 -1.2911
C -0.9610 0.1918 -2.6261
C -1.0342 1.5516 -2.9002
C -0.2875 2.0957 -3.9280
C 0.5243 1.2863 -4.7059
C 0.6053 -0.0692 -4.4374
C -0.1297 -0.6131 -3.3986
C -3.6309 -0.2681 -1.8212
C -4.2924 0.9551 -1.8190
C -5.5670 1.0530 -2.3527
C -6.1958 -0.0586 -2.8872
C -5.5597 -1.2873 -2.8617
C -4.2885 -1.3870 -2.3297
H -1.7732 1.6118 -0.2053
H -2.3094 0.3321 0.8931
H 1.7563 0.7298 -1.9105
H 2.9050 2.6899 -2.8023
H 2.7664 4.8643 -1.6465
H 1.5290 5.0401 0.4915
H 0.4348 3.0460 1.4375
H -1.1986 -1.9645 1.0583
H -0.5664 -4.3265 0.7449
H 1.6794 -4.8917 -0.1046
H 3.2545 -3.1079 -0.7076
H 2.6261 -0.7396 -0.4059
H -1.6704 2.1967 -2.3128
H -0.3391 3.1574 -4.1182
H 1.0914 1.7141 -5.5188
H 1.2405 -0.7057 -5.0350
H -0.0620 -1.6682 -3.1706
H -3.8293 1.8371 -1.4025
H -6.0783 2.0046 -2.3551
H -7.1815 0.0325 -3.3180
H -6.0521 -2.1638 -3.2545
H -3.7805 -2.3418 -2.3030
```

Lowest unoccupied orbital energy in eV: 0.346
Frontier orbital gap in eV: 8.136
Spin multiplicity: 1

Atom charges from the Löwdin analysis, given in e for atoms 1 to 5: Cu 0.365; C -0.048; C -0.758; C -0.055; C -0.061

---

3.
# C5H7NOS

One molecule with the formula C5H7NOS in a non-equilibrium geometry (ωB97M-V/def2-TZVPD, OMol25).

Structure (XYZ):
```
15
Properties=species:S:1:pos:R:3
C 0.6747 -0.0691 0.0428
C 2.5506 -1.4892 -0.4771
C 2.0550 -0.3843 0.0756
C -1.4607 -0.0377 -0.3428
C -1.1050 1.0518 0.7212
N -0.2155 -0.6726 -0.6611
O 0.2926 0.9727 0.8712
S -1.3120 2.7523 -0.0632
H 3.5654 -1.6704 -0.4239
H 1.6879 -2.0423 -0.8485
H 2.6612 0.2814 0.6088
H -2.2313 -0.7774 -0.0200
H -1.8200 0.4227 -1.3408
H -1.6873 1.1501 1.7108
H -0.0280 2.9370 -0.4308
```

Lowest unoccupied orbital energy in eV: 0.494
Frontier orbital gap in eV: 9.642
Spin multiplicity: 1
Structure (SMILES): C=CC1=NC[C@H](S)O1

Atom charges from the Löwdin analysis, given in e for atoms 1 to 5: C -0.391; C 0.081; C -0.095; C -0.232; C -0.560

---

4.
# C4H9NO

A 2-piece molecular cluster, C4H9NO overall (ωB97M-V/def2-TZVPD, OMol25).

Structure (XYZ):
```
15
Properties=species:S:1:pos:R:3
C 1.9097 -0.4383 -0.0286
C 1.0870 -0.1307 -1.0274
C -0.5351 0.2472 0.7808
N -0.5773 1.4998 0.5611
O -1.2193 1.9178 -0.6019
C -1.3103 -0.9881 0.4181
H 0.2122 0.0267 1.5397
H 2.0567 -1.4622 0.3077
H 2.4127 0.3402 0.5435
H 0.9036 0.8943 -1.3355
H 0.5108 -0.8823 -1.5593
H -1.1344 2.8788 -0.5154
H -1.9810 -1.1204 1.2746
H -1.9007 -0.9593 -0.4969
H -0.6537 -1.8688 0.4060
```

Lowest unoccupied orbital energy in eV: 1.012
Frontier orbital gap in eV: 9.824
Spin multiplicity: 1
Structure (SMILES): C/C=N\O.C=C

Atom charges from the Löwdin analysis, given in e for atoms 1 to 5: C -0.090; C -0.099; C -0.300; N -0.052; O -0.076

---

| no. | DFT total energy (eV) |
| --- | --- |
| 1 | -29422.441 |
| 2 | -95840.995 |
| 3 | -19669.408 |
| 4 | -7827.966 |